1.
Molecular formula: C36H36F12O36
Method: DFT, ωB97M-V/def2-TZVPD

Structure (ORCA input):
```
! wB97M-V def2-TZVPD RIJCOSX def2/J DEFGRID3
* xyz 0 1
O 1.7681 -6.5790 4.5181
C 2.7260 -5.9762 3.9919
O 3.2704 -4.8107 4.2974
C 4.3668 -4.4706 3.4377
C 4.6357 -5.8857 2.8475
F 5.6399 -6.4367 3.5536
O 3.3973 -6.5567 3.0420
H 3.8190 -3.8255 2.7509
H 5.1391 -3.9097 3.9641
H 4.9140 -5.8738 1.7938
O 6.0966 1.3150 3.2638
C 6.5020 1.7283 2.1954
O 6.0937 1.2731 1.0275
C 6.5061 2.1825 0.0206
C 7.4185 3.1720 0.7489
F 6.7889 4.3257 0.6764
O 7.3222 2.7433 2.0519
H 7.1120 1.6875 -0.7383
H 5.6401 2.6469 -0.4512
H 8.4309 3.1643 0.3449
O -8.1831 -4.2298 -3.4487
C -7.3273 -3.5356 -2.8674
O -7.5601 -2.7125 -1.8241
C -6.3162 -2.1503 -1.3531
C -5.2506 -2.9102 -2.1833
F -4.7417 -3.9835 -1.4954
O -6.0582 -3.4225 -3.2133
H -6.3339 -1.0843 -1.5795
H -6.1719 -2.1167 -0.2732
H -4.4705 -2.3539 -2.7029
O 2.6457 5.0065 4.2945
C 3.0191 6.1727 4.3273
O 3.5774 6.7809 5.3445
C 3.7294 8.1395 5.0299
C 3.4859 8.2654 3.5473
F 4.6036 8.4620 2.8709
O 2.8546 7.0374 3.2759
H 3.0590 8.7489 5.6359
H 4.6557 8.5451 5.4369
H 2.8250 9.0779 3.2454
O -0.2327 -0.4028 -7.1618
C -0.6930 -1.2429 -7.9719
O -0.0269 -1.7774 -8.9699
C -0.8289 -2.6741 -9.7181
C -2.0275 -2.8714 -8.8841
F -2.0165 -4.0516 -8.2741
O -1.9799 -1.7787 -7.9597
H -1.0239 -2.1540 -10.6560
H -0.3159 -3.6316 -9.8090
H -2.8982 -2.9481 -9.5353
O 1.9538 4.5858 -6.2729
C 1.7775 5.1530 -5.2159
O 0.8119 5.9617 -4.8952
C 0.8833 6.0974 -3.5023
C 2.3390 5.9894 -3.2516
F 2.5926 5.5217 -2.0171
O 2.5744 5.0480 -4.2042
H 0.5452 7.1142 -3.3024
H 0.2915 5.3111 -3.0338
H 2.9577 6.8607 -3.4663
O -7.5589 -4.3759 4.6157
C -6.5602 -5.1174 4.3384
O -5.8864 -5.9126 5.1621
C -4.6901 -6.3800 4.5585
C -4.9471 -6.1349 3.1293
F -5.3323 -7.2511 2.4793
O -6.0331 -5.1902 3.1832
H -3.8823 -5.7259 4.8869
H -4.4919 -7.4467 4.6626
H -4.0407 -5.6525 2.7637
O -0.5112 -2.0311 2.2614
C -0.0482 -1.2634 1.3317
O 0.6291 -0.1804 1.5481
C 0.7338 0.6613 0.4093
C 0.5744 -0.3719 -0.6965
F 1.7604 -0.9340 -1.0199
O -0.3271 -1.2749 -0.0301
H -0.0924 1.3720 0.3907
H 1.6476 1.2460 0.3040
H 0.1032 -0.1099 -1.6438
O -3.9148 2.4522 -5.4061
C -4.3484 2.9684 -6.4218
O -4.9061 2.3704 -7.4024
C -5.0692 3.3240 -8.4524
C -4.5796 4.6425 -7.9606
F -5.4293 5.6723 -7.8347
O -4.2422 4.3232 -6.5965
H -4.6841 2.9558 -9.4034
H -6.1428 3.4863 -8.5488
H -3.6955 5.0165 -8.4770
O 1.5757 -0.9164 11.2089
C 1.9039 -0.4999 10.1058
O 1.1820 -0.5903 8.9561
C 2.0638 -0.2861 7.9205
C 3.1468 0.5780 8.5509
F 2.8173 1.8834 8.5311
O 3.0740 0.0512 9.8058
H 2.4210 -1.2271 7.5021
H 1.5795 0.1004 7.0237
H 4.1345 0.4978 8.0969
O -0.0977 -6.9898 -1.6759
C 0.7951 -6.7969 -2.4473
O 0.7193 -6.0408 -3.5207
C 1.9656 -5.9692 -4.2523
C 2.8704 -6.7453 -3.2463
F 3.7394 -5.9353 -2.6941
O 1.9398 -7.3857 -2.4247
H 1.9855 -6.5238 -5.1904
H 2.2940 -4.9303 -4.2227
H 3.4661 -7.4841 -3.7824
O -2.4870 5.4129 2.0954
C -2.8642 4.7407 3.0682
O -3.3714 5.1655 4.2760
C -3.7339 4.0184 4.9749
C -2.8200 3.0026 4.4593
F -3.4320 1.7839 4.3890
O -2.8406 3.4163 3.1272
H -3.6939 4.0893 6.0618
H -4.7743 3.7339 4.8174
H -1.9067 2.9478 5.0518
*
```

Properties
total energy	-144230.7838	eV
HOMO energy	-10.36	eV
HOMO-LUMO gap	10.2	eV
SMILES	O=C1OC[C@@H](F)O1.O=C1OC[C@@H](F)O1.O=C1OC[C@@H](F)O1.O=C1OC[C@@H](F)O1.O=C1OC[C@@H](F)O1.O=C1OC[C@@H](F)O1.O=C1OC[C@@H](F)O1.O=C1OC[C@@H](F)O1.O=C1OC[C@@H](F)O1.O=C1OC[C@@H](F)O1.O=C1OC[C@@H](F)O1.O=C1OC[C@@H](F)O1
LUMO	-0.1242	eV


2.
Molecular formula: C36H36F2N3OSSrTe
Method: DFT, ωB97M-V/def2-TZVPD

Structure (ORCA input):
```
! wB97M-V def2-TZVPD RIJCOSX def2/J DEFGRID3
* xyz 0 2
Sr -3.4150 -4.3584 0.3273
F 1.8327 -3.9209 -2.2055
C 0.6861 -4.6317 -2.1165
C -0.4039 -4.0287 -1.5128
C -1.6306 -4.6042 -1.5321
C -1.7843 -5.8787 -2.1705
C -0.6500 -6.3847 -2.7377
F -0.7330 -7.6614 -3.2001
C 0.6128 -5.9114 -2.6201
C -3.1665 -6.2939 -2.5290
C -3.4130 -6.8793 -3.7545
C -4.6908 -7.0056 -4.1843
C -5.7646 -6.6516 -3.3642
C -5.4376 -6.1463 -2.1374
N -4.1838 -5.8977 -1.7221
H -0.2021 -3.0435 -1.1619
H 1.4989 -6.5047 -2.8417
H -2.5621 -7.2507 -4.2511
H -4.8140 -7.4712 -5.1524
H -6.8204 -6.7570 -3.6518
H -6.1720 -5.8034 -1.4054
C -5.3507 -1.4261 2.9981
C -4.7525 -2.1157 1.8348
O -5.4406 -2.9313 1.1458
N -3.5388 -1.9608 1.5506
Te 3.2961 1.4095 1.6892
C 4.7344 2.4753 2.9104
C 4.8103 2.0691 4.2681
C 3.8994 1.0626 4.9555
C 5.8077 2.6765 5.0272
C 6.5294 3.8508 4.6235
C 7.4611 4.6387 5.5364
C 6.3260 4.2669 3.2967
C 5.4472 3.6076 2.4958
C 5.2072 4.1458 1.0648
C 2.1608 2.8283 0.4817
C 2.3598 2.8216 -0.9290
C 3.5676 2.1239 -1.5094
C 1.4889 3.4753 -1.7733
C 0.6019 4.3997 -1.2503
C -0.1898 5.2685 -2.1019
C 0.5882 4.5605 0.1453
C 1.3264 3.7868 1.0304
C 1.2607 4.1211 2.4764
H -4.5019 -1.0483 3.6180
H -6.0077 -2.1314 3.5426
H -6.1354 -0.6484 2.7815
H 4.0420 0.0158 4.6565
H 2.8837 1.4508 4.7874
H 4.2910 1.1156 5.9686
H 6.1233 2.3169 6.0131
H 8.2172 5.2345 5.0019
H 8.0248 3.8636 6.0873
H 7.0383 5.4202 6.2818
H 6.8148 5.2004 2.9120
H 5.9760 4.9001 0.8909
H 4.1399 4.3899 0.8329
H 5.4512 3.2583 0.4415
H 3.6145 1.0180 -1.3592
H 4.4972 2.3624 -0.9658
H 3.6621 2.5325 -2.5236
H 1.6210 3.3687 -2.8437
H -0.4712 6.2055 -1.6362
H -1.1430 4.7746 -2.2821
H 0.3444 5.5577 -3.0470
H -0.0361 5.3466 0.4887
H 2.0827 4.8218 2.7176
H 1.2129 3.2619 3.1357
H 0.3613 4.7471 2.6196
S -3.6898 -3.3398 -3.9664
C -4.4181 -1.9770 -3.3339
N -3.7699 -0.7873 -3.5201
C -4.1976 0.4389 -3.0655
C -5.3429 0.5084 -2.3270
C -6.0591 -0.7164 -2.0550
C -5.6495 -1.8724 -2.5547
H -2.8779 -0.8207 -4.0694
H -3.5397 1.1976 -3.3922
H -5.7538 1.4105 -1.9646
H -7.0782 -0.6672 -1.5323
H -6.1142 -2.7791 -2.3821
*
```

Properties
total energy	-68829.4934	eV
HOMO energy (spin up / spin down)	-7.33 / -7.33	eV
HOMO-LUMO gap (spin up / spin down)	6.9 / 6.9	eV
LUMO (spin up / spin down)	-0.4302 / -0.4407	eV


ΔE to the lowest compared entry with this formula, charge and spin? In order: 173.35, 0.00 kcal per mole.